[1]
{
  "formula": "C51H61AsN3O2S4SbV",
  "method": "ωB97M-V/def2-TZVPD",
  "s2": 2.0599,
  "multiplicity": 3,
  "charge": -1,
  "mol_weight_g_mol": 1124.0,
  "lumo_ev": [2.2, 2.2],
  "homo_ev": [-4.36, -4.41],
  "symbols": ["H", "N", "C", "H", "O", "S", "H", "H", "H", "H", "C", "C", "C", "H", "C", "H", "H", "H", "H", "H", "C", "C", "N", "H", "H", "N", "C", "H", "C", "H", "H", "C", "C", "H", "H", "H", "H", "C", "H", "C", "C", "S", "H", "C", "H", "H", "C", "C", "H", "S", "H", "H", "C", "C", "C", "H", "C", "H", "H", "H", "C", "C", "H", "C", "H", "H", "H", "As", "H", "C", "H", "H", "C", "C", "C", "Sb", "C", "C", "H", "C", "H", "H", "C", "C", "C", "H", "C", "C", "C", "S", "H", "H", "H", "C", "H", "H", "C", "C", "H", "H", "C", "C", "V", "C", "C", "O", "C", "C", "C", "H", "C", "H", "H", "H", "H", "H", "H", "C", "C", "H", "H", "C", "H", "H"],
  "positions_angstrom": [[-5.723, 3.075, 2.301], [-2.819, 0.163, -2.846], [-3.514, 1.526, 1.664], [0.191, 2.455, 2.499], [0.525, -0.350, -1.743], [-2.761, -2.387, 1.248], [3.308, -6.312, -3.061], [2.392, 4.807, 1.484], [0.912, 3.319, 0.744], [2.670, -1.336, -2.497], [-2.190, -3.208, -1.986], [-2.296, 4.913, 4.167], [3.351, -0.757, -3.113], [1.858, -0.318, -5.372], [2.373, -0.918, 1.328], [1.716, 5.704, -2.116], [-3.978, 2.667, 3.400], [0.382, -7.508, 3.267], [4.539, 3.858, 0.564], [3.192, 6.570, -1.653], [0.310, -5.636, 0.448], [1.516, 0.267, -4.512], [-0.213, 0.835, 0.317], [-6.870, 2.246, 1.248], [0.476, -2.266, -3.047], [-2.111, -1.864, -1.990], [2.730, 2.557, -1.999], [-5.368, 0.875, 3.597], [1.495, -3.715, -1.845], [-6.383, 0.239, 0.124], [5.912, -1.970, 0.212], [1.448, -3.747, -4.256], [-2.204, 2.839, 5.568], [0.004, 4.373, 5.483], [-4.277, -3.777, -4.559], [-4.988, 0.944, -0.709], [1.117, -3.305, -5.188], [-1.875, 2.696, 3.088], [3.282, 5.170, -2.726], [-2.855, -1.199, -2.883], [-5.812, 2.481, 1.391], [-1.250, -1.752, 2.535], [0.335, 4.312, 3.749], [-1.135, 1.458, 1.167], [4.043, 0.738, -5.231], [4.930, 4.014, -1.149], [-3.175, 2.332, 2.754], [2.289, 3.307, -0.908], [0.401, 2.830, 4.718], [-2.730, -4.407, 1.746], [-2.656, 0.551, -1.918], [2.726, 6.356, 0.707], [-4.997, 1.180, 1.462], [2.695, 0.552, -3.568], [2.917, 4.673, -0.629], [-4.228, -1.296, -4.534], [4.755, -0.595, 1.389], [-3.537, 0.627, -3.375], [1.099, 1.207, -4.883], [3.645, -1.367, -3.974], [3.738, 1.335, -4.368], [4.410, 4.490, -0.317], [-1.968, 3.401, 6.475], [0.155, -6.737, 1.276], [-3.369, 4.804, 4.001], [1.301, -5.394, 4.163], [-0.262, -7.655, 0.880], [0.920, -2.869, -0.186], [3.501, 2.978, -2.630], [-0.131, 3.774, 4.579], [3.957, -3.198, -0.616], [-2.937, -5.021, -2.810], [2.211, 1.309, -2.331], [1.209, 0.779, -1.499], [4.921, -1.677, 0.534], [-2.175, -3.608, 4.120], [2.298, -4.854, -1.859], [3.814, -2.375, 0.072], [4.631, 1.545, -3.776], [-2.929, -3.944, -2.878], [4.885, 5.457, -0.123], [2.550, -5.326, -5.203], [2.534, -1.996, 0.463], [0.513, -6.654, 2.614], [0.834, -4.449, 0.945], [-1.795, 1.832, 5.664], [1.072, -3.168, -3.052], [2.769, 5.582, -1.857], [1.031, -5.469, 3.117], [-4.112, -2.790, 4.876], [-1.877, 5.444, 3.310], [2.615, -5.306, -0.926], [-6.534, 0.081, 2.529], [-5.301, 0.394, 0.181], [3.342, 0.632, 2.442], [3.338, 2.282, -4.740], [-3.668, -3.247, -3.838], [1.303, 2.768, -0.096], [5.619, -0.040, 1.735], [1.379, -0.605, 1.622], [2.681, -5.429, -3.062], [1.194, -4.370, 2.285], [-0.917, -0.801, -0.463], [-3.641, -1.878, -3.835], [2.253, -4.876, -4.264], [-2.583, 0.217, -0.166], [-2.458, 1.074, 0.870], [3.482, -0.219, 1.787], [-1.623, 3.544, 4.334], [-4.810, -0.575, 0.171], [0.799, 1.493, -0.355], [-5.479, 3.099, 0.553], [-3.289, 2.747, 5.504], [0.015, -5.708, -0.593], [0.724, -0.276, -4.003], [-1.643, -3.715, -1.200], [-2.150, 5.527, 5.061], [-0.844, 2.249, 2.265], [-5.477, 0.338, 2.653], [1.590, -3.445, 2.686], [-4.907, -0.588, 2.735], [2.264, 5.376, 0.561], [1.195, 5.527, 0.400], [4.242, -0.540, -2.518]],
  "forces_ev_per_a": [[0.00, 0.00, 0.00], [-0.03, -0.16, -0.33], [-0.05, 0.09, 0.00], [-0.02, 0.00, 0.01], [-0.12, 0.03, 0.22], [0.21, 0.17, -0.09], [0.00, 0.00, 0.00], [0.00, 0.00, 0.00], [0.01, 0.01, -0.02], [0.03, 0.02, 0.01], [0.08, -0.10, 0.04], [0.00, 0.00, 0.01], [0.02, 0.02, 0.02], [0.01, 0.00, 0.00], [0.01, 0.01, 0.00], [0.00, 0.01, 0.00], [-0.01, 0.00, 0.00], [0.00, 0.00, 0.00], [0.00, 0.00, 0.00], [0.00, 0.00, 0.00], [-0.02, -0.03, 0.02], [0.00, 0.01, 0.01], [-0.19, -0.35, 0.08], [0.00, 0.00, 0.00], [-0.04, -0.02, 0.02], [-0.07, -0.27, -0.01], [0.01, 0.04, 0.03], [0.01, 0.00, -0.01], [0.03, -0.01, 0.01], [0.00, 0.00, 0.01], [0.00, 0.00, 0.00], [0.00, -0.01, 0.02], [0.00, 0.00, 0.00], [0.00, 0.00, 0.00], [0.01, 0.00, 0.00], [0.00, -0.03, 0.02], [0.00, 0.00, 0.00], [-0.06, 0.00, -0.06], [-0.01, -0.01, 0.00], [-0.07, 0.35, -0.05], [0.00, -0.01, 0.00], [-0.10, 0.08, 0.20], [0.00, -0.01, 0.00], [0.01, 0.01, 0.02], [0.00, 0.01, 0.00], [0.00, 0.00, 0.01], [0.06, 0.01, 0.03], [0.03, -0.02, 0.00], [0.00, 0.01, 0.01], [-0.02, -0.05, -0.06], [-0.01, 0.07, 0.12], [0.00, 0.00, 0.00], [0.02, -0.02, -0.01], [0.02, 0.00, 0.02], [0.02, -0.01, 0.01], [0.01, -0.02, -0.02], [-0.01, -0.01, 0.00], [0.00, 0.01, -0.05], [-0.01, -0.01, 0.00], [-0.01, 0.00, 0.01], [0.00, 0.00, -0.01], [0.00, 0.01, -0.01], [-0.01, 0.00, 0.00], [0.00, 0.01, 0.02], [0.00, 0.01, 0.00], [0.00, 0.00, 0.00], [0.00, 0.00, 0.00], [-0.18, 0.07, 0.03], [-0.01, 0.00, 0.01], [0.01, 0.00, 0.00], [-0.02, -0.02, -0.02], [-0.01, 0.00, -0.01], [-0.04, -0.08, -0.04], [-0.01, 0.01, -0.02], [0.00, 0.02, 0.01], [0.09, 0.01, -0.02], [0.03, 0.01, -0.04], [-0.01, 0.00, -0.03], [0.00, 0.00, 0.00], [-0.03, 0.04, -0.06], [0.00, 0.00, 0.00], [0.00, -0.01, 0.00], [0.01, -0.03, 0.00], [-0.01, 0.00, -0.01], [0.03, 0.02, 0.01], [0.01, 0.01, 0.01], [-0.05, -0.05, -0.03], [-0.01, 0.01, -0.01], [0.02, 0.00, 0.00], [-0.01, 0.01, 0.01], [0.00, 0.00, 0.00], [0.02, 0.02, -0.02], [0.00, 0.00, 0.00], [-0.03, 0.05, -0.02], [0.00, 0.00, 0.00], [0.00, -0.01, 0.00], [0.03, 0.01, 0.07], [0.03, -0.12, 0.17], [0.00, 0.00, 0.00], [-0.01, 0.01, -0.01], [-0.01, 0.01, -0.02], [0.01, 0.00, -0.01], [0.14, 0.20, -0.08], [0.01, -0.02, -0.07], [0.00, 0.00, 0.01], [0.32, -0.16, 0.22], [-0.02, -0.10, 0.00], [0.00, -0.02, 0.00], [0.00, -0.01, 0.00], [-0.01, -0.01, 0.00], [-0.05, 0.17, -0.29], [0.00, 0.00, 0.00], [0.00, -0.01, -0.01], [-0.01, 0.00, 0.02], [-0.01, 0.01, -0.01], [0.04, 0.06, 0.00], [0.00, -0.01, 0.00], [-0.01, 0.06, 0.03], [0.01, 0.01, 0.02], [0.01, 0.00, 0.00], [0.00, -0.01, 0.00], [0.00, 0.00, 0.00], [0.00, 0.01, 0.00], [0.01, 0.00, 0.00]]
}

***

[2]
{
  "formula": "C51H62N4O7",
  "method": "ωB97M-V/def2-TZVPD",
  "charge": 0,
  "mol_weight_g_mol": 843.1,
  "lumo_ev": 0.2,
  "homo_ev": -8.18,
  "symbols": ["C", "C", "C", "C", "H", "O", "C", "H", "C", "C", "O", "C", "H", "N", "C", "H", "H", "H", "H", "C", "O", "C", "H", "C", "O", "H", "H", "H", "H", "H", "C", "C", "H", "C", "H", "H", "C", "H", "H", "C", "C", "C", "H", "C", "H", "H", "C", "H", "H", "H", "H", "C", "C", "C", "H", "H", "H", "H", "N", "C", "H", "C", "C", "C", "C", "H", "H", "H", "C", "C", "H", "H", "H", "H", "C", "C", "N", "H", "C", "H", "O", "C", "H", "C", "C", "H", "H", "H", "C", "C", "H", "O", "H", "H", "N", "H", "C", "H", "H", "H", "H", "C", "H", "C", "H", "H", "C", "H", "O", "C", "H", "H", "H", "C", "C", "C", "H", "H", "H", "H", "C", "C", "C", "C"],
  "positions_angstrom": [[8.892, -0.081, 0.567], [-2.677, 0.334, -4.134], [-0.710, 3.005, -3.292], [1.633, -2.767, 0.987], [-3.119, -3.190, -1.963], [0.545, 3.660, -0.801], [6.862, 0.688, -0.484], [-6.280, -2.557, 0.483], [2.671, 0.283, -1.189], [3.208, 0.022, 0.063], [3.729, -3.132, -0.009], [2.274, -2.466, 2.184], [9.461, 2.744, -1.189], [-1.988, 0.120, 2.052], [0.147, -2.032, 3.191], [-9.070, -0.538, 3.215], [-1.706, -0.843, -2.625], [3.040, 1.788, 3.504], [-1.106, -0.084, -5.560], [-3.702, -3.780, 1.070], [-3.286, -0.939, 3.576], [8.923, 1.906, -0.768], [-8.951, 1.011, 2.378], [-7.463, -0.436, 1.775], [1.927, -3.206, -1.335], [-6.790, 0.325, 1.373], [-5.531, -4.207, 2.109], [-4.053, -4.165, 0.115], [-2.982, 1.150, -3.477], [0.702, -0.330, -0.592], [-2.519, -0.960, 2.633], [-1.351, 0.686, -4.825], [-4.644, -1.424, -3.069], [7.541, -0.229, 0.315], [-2.371, -1.793, -3.954], [-2.800, 1.427, 3.410], [-2.424, 1.458, 2.384], [-4.516, -3.010, 2.914], [5.526, 1.114, -2.799], [-2.555, -0.939, -3.299], [1.396, 2.718, 1.545], [-3.524, 1.964, 1.448], [-6.038, -1.194, 3.197], [-6.637, -1.575, 2.368], [4.963, -0.058, 1.269], [6.741, 3.114, 1.834], [3.584, 2.299, 2.722], [-3.804, 2.893, -1.878], [5.521, 4.106, -0.065], [7.006, -1.074, 0.725], [-1.508, -0.014, 1.166], [9.587, 0.989, 0.030], [-3.785, -1.191, -2.436], [0.710, 2.459, -0.717], [3.113, 0.881, -3.193], [4.138, -4.065, -1.813], [-5.018, -1.421, 0.981], [-0.443, 3.745, -2.547], [-0.257, 0.686, -3.870], [-2.675, -1.960, -0.281], [-4.548, 3.649, -0.472], [-3.578, -2.343, -1.446], [-2.021, -2.319, 2.059], [-4.159, 2.712, -0.866], [-8.376, 0.199, 2.816], [-7.308, -2.342, 2.762], [4.643, -2.363, -1.692], [2.012, -1.852, 4.216], [1.189, 0.119, -1.471], [-0.512, -2.351, 2.002], [-0.438, -1.740, 4.052], [5.493, 1.972, 3.629], [-1.793, 2.950, -3.360], [-3.447, 0.214, -4.899], [4.557, -3.307, -1.149], [4.979, 3.597, 0.718], [-2.752, -2.702, 0.851], [3.067, 3.937, -0.181], [-4.887, -3.342, 1.943], [-0.223, -2.975, -0.040], [1.052, 1.870, 0.451], [4.565, 0.138, 0.285], [-2.650, 1.252, -0.394], [2.893, 2.851, 1.653], [1.523, -2.095, 3.284], [-3.170, -4.598, 1.570], [-0.321, 3.324, -4.258], [5.531, -3.617, -0.778], [-0.115, 1.679, -2.931], [0.400, -0.554, -3.751], [-2.213, 2.907, 0.022], [0.376, -1.362, -4.656], [-8.065, -0.816, 0.946], [10.642, 1.107, 0.230], [1.042, -0.775, -2.599], [-1.557, 2.122, 2.334], [5.664, 3.046, 1.787], [-3.910, 2.904, 1.848], [3.350, -2.512, 2.237], [-4.343, 1.240, 1.450], [9.406, -0.803, 1.185], [-3.034, 2.187, 0.018], [0.982, 2.244, 2.439], [3.522, 0.680, -2.213], [-4.555, -2.648, -1.078], [-1.420, 1.648, -5.334], [5.422, 0.542, -0.736], [-4.980, 1.998, -0.913], [-1.886, -1.027, -0.368], [4.963, 2.401, 2.791], [-4.021, -0.284, -1.874], [-2.308, -3.052, 2.821], [-7.789, 0.597, 3.641], [0.240, -2.721, 0.901], [7.574, 1.755, -1.026], [-5.699, -2.198, 1.337], [7.058, 2.482, -1.636], [2.553, -0.257, 0.873], [1.439, -1.702, -2.490], [0.933, 3.700, 1.389], [0.560, 1.463, -1.772], [2.413, -3.064, -0.236], [3.601, 3.503, 0.651], [4.878, 0.815, -1.989]],
  "forces_ev_per_a": [[0.09, -0.02, 0.09], [0.27, -0.19, -0.04], [0.03, 0.13, 0.11], [-0.09, 0.02, 0.36], [-0.06, -0.12, 0.04], [0.15, -0.07, 0.15], [0.25, 0.01, 0.02], [0.02, 0.04, -0.10], [0.19, -0.15, 0.09], [-0.02, 0.00, -0.21], [-0.32, -0.07, 0.42], [-0.06, -0.11, -0.18], [0.03, 0.07, -0.03], [0.17, 0.46, -0.22], [0.00, -0.07, -0.18], [-0.10, -0.04, 0.08], [-0.02, -0.07, -0.06], [-0.08, -0.07, 0.08], [-0.03, 0.24, 0.07], [-0.46, -0.29, 0.18], [-0.41, 0.01, 0.36], [0.10, 0.05, -0.04], [-0.10, 0.09, 0.05], [-0.04, -0.13, 0.31], [-0.02, -0.06, 0.03], [0.04, 0.00, -0.10], [-0.01, -0.06, 0.05], [0.08, -0.02, 0.05], [-0.08, 0.08, 0.02], [0.12, 0.07, -0.13], [0.38, -0.45, -0.27], [-0.47, -0.04, -0.28], [-0.05, 0.03, 0.05], [-0.07, 0.05, -0.05], [0.05, -0.08, 0.00], [0.14, 0.07, -0.09], [-0.35, 0.11, 0.20], [0.02, -0.06, 0.07], [0.08, 0.03, -0.08], [-0.23, 0.20, -0.01], [0.03, 0.48, 0.26], [0.42, -0.04, -0.04], [0.02, -0.04, 0.09], [0.04, 0.17, -0.46], [0.05, 0.00, 0.11], [0.10, 0.00, 0.00], [-0.13, 0.09, -0.04], [-0.04, 0.04, -0.16], [0.06, 0.04, -0.09], [-0.06, -0.08, 0.04], [-0.07, -0.15, 0.21], [0.09, 0.01, 0.03], [0.34, -0.16, 0.03], [-0.27, 0.61, -0.09], [-0.03, 0.00, -0.12], [0.10, 0.07, 0.07], [0.01, 0.09, -0.10], [-0.06, -0.04, -0.10], [0.29, -0.15, -0.16], [-0.20, -0.31, -0.17], [-0.09, 0.11, 0.01], [-0.13, 0.35, -0.13], [-0.07, 0.27, 0.12], [0.24, -0.07, 0.04], [0.09, 0.00, -0.25], [-0.03, -0.05, 0.09], [-0.01, -0.02, 0.03], [0.04, 0.02, 0.08], [-0.11, 0.06, 0.19], [0.26, -0.14, 0.04], [-0.07, 0.05, 0.13], [0.05, -0.04, 0.07], [-0.12, -0.04, -0.08], [-0.09, 0.08, -0.02], [0.12, -0.07, -0.49], [-0.03, 0.05, -0.05], [0.26, -0.07, 0.19], [-0.07, 0.05, -0.10], [0.11, 0.09, -0.32], [-0.06, 0.01, -0.09], [-0.26, -0.27, -0.13], [0.12, -0.03, -0.12], [0.07, -0.02, -0.03], [-0.15, -0.08, 0.05], [-0.01, 0.01, 0.07], [-0.02, 0.05, -0.12], [-0.01, -0.01, -0.10], [-0.04, 0.04, 0.01], [0.15, 0.29, 0.56], [0.15, 0.18, 0.02], [0.12, 0.02, 0.01], [-0.12, -0.34, -0.24], [0.04, 0.02, -0.09], [0.08, 0.01, 0.01], [0.02, -0.11, 0.20], [-0.02, 0.03, 0.06], [0.09, -0.01, 0.09], [-0.08, 0.04, 0.02], [0.10, 0.03, 0.01], [-0.10, -0.02, 0.04], [0.04, -0.06, 0.04], [-0.31, 0.04, 0.10], [0.04, 0.05, -0.11], [-0.06, 0.01, 0.06], [0.08, -0.14, 0.03], [0.06, -0.06, 0.02], [-0.31, -0.10, 0.01], [-0.12, -0.06, -0.04], [0.18, 0.15, -0.20], [0.13, 0.00, 0.10], [-0.08, 0.07, 0.01], [-0.04, 0.22, -0.15], [0.02, 0.06, 0.13], [0.13, -0.05, 0.01], [-0.05, -0.06, 0.01], [-0.04, -0.18, 0.43], [-0.07, 0.08, -0.06], [-0.08, 0.01, 0.06], [-0.04, 0.10, -0.12], [0.04, -0.25, 0.12], [-0.08, -0.53, -0.24], [0.23, -0.05, -0.19], [-0.01, 0.04, 0.00], [0.05, 0.03, 0.03]]
}

***

> Which formula does entry 2 have?

C51H62N4O7